1.
94
Properties=species:S:1:pos:R:3 method="wB97M-V/def2-TZVPD" lumo_energy_ev=-5.8 homo_lumo_gap_ev=6.8 charge=+2 homo_energy_ev=-12.635 de_lowest_kj_mol=462.63
Y -0.52409 0.40665 -0.60393
C -7.32592 -1.15435 0.61481
C -6.02436 -0.44021 0.36807
C -5.58862 0.58437 1.20238
C -4.39889 1.25009 0.93260
C -3.97660 2.46664 1.63351
N -3.44137 2.51456 2.79700
C -2.92556 1.35880 3.56156
C -1.68032 0.86529 2.82836
C -0.78996 -0.12137 3.55300
N -1.43598 -1.40152 3.86847
C -1.14397 -2.59865 3.43739
C -0.33030 -3.05545 2.36863
C 0.20095 -4.35529 2.57923
C 1.03563 -4.97130 1.68588
C 1.64876 -6.31991 1.93618
C 1.25950 -4.28735 0.48506
C 0.70996 -3.05247 0.17914
C 0.91209 -2.59499 -1.19052
N 0.48130 -1.52148 -1.72577
C 0.67205 -1.39204 -3.17712
C -0.62740 -1.66800 -3.92829
C -1.64561 -0.53730 -3.87318
N -2.09423 -0.21658 -2.51165
C -3.32407 -0.44348 -2.25337
C -4.02391 -0.11265 -1.01274
C -5.24200 -0.73729 -0.74233
C -3.56205 0.89807 -0.14296
O -2.41105 1.50718 -0.24975
C -0.10662 -2.36851 1.13302
O -0.67404 -1.24555 0.87344
H -7.73288 -0.90727 1.59395
H -7.19799 -2.23565 0.56739
H -8.07079 -0.87841 -0.13263
H -6.20544 0.89003 2.04083
H -4.10668 3.42770 1.14025
H -3.19901 3.43196 3.15649
H -3.71171 0.60701 3.61319
H -2.71788 1.72029 4.56794
H -1.04445 1.71148 2.55947
H -2.00742 0.41220 1.89811
H -0.44147 0.28026 4.50736
H 0.07817 -0.31821 2.93055
H -2.04570 -1.38749 4.67483
H -1.58464 -3.38305 4.04709
H -0.04453 -4.86399 3.50564
H 1.31139 -6.73634 2.88337
H 2.73683 -6.25398 1.96946
H 1.38548 -7.02322 1.14570
H 1.86902 -4.76989 -0.27349
H 1.46345 -3.30407 -1.81693
H 1.45369 -2.07766 -3.51625
H 1.01675 -0.37797 -3.40214
H -1.07274 -2.59628 -3.56068
H -0.38025 -1.82948 -4.97924
H -2.50392 -0.78798 -4.50255
H -1.19666 0.36785 -4.29084
H -3.95171 -0.90514 -3.02219
H -5.59321 -1.49457 -1.43656
C 1.72827 4.02592 1.41476
C 2.32624 3.17364 0.29993
C 2.72071 0.65808 0.84971
C 3.36940 0.04000 -0.12658
C 4.43531 -0.99729 -0.04345
C 2.92060 0.56277 -1.46794
C 1.54781 2.60685 -1.85282
C 1.05525 2.59123 -3.25938
C 1.86539 3.62407 -1.06723
H 2.11388 5.04444 1.35328
H 1.99621 3.62302 2.39369
H 0.64348 4.05138 1.33641
H 2.86878 0.50057 1.91039
H 5.37650 -0.61277 -0.44470
H 4.17762 -1.87692 -0.63968
H 4.60729 -1.30905 0.98523
H 2.69678 -0.26316 -2.14095
H 1.71895 2.00903 -3.90260
H 0.99275 3.60340 -3.65381
H 0.05181 2.15103 -3.32241
H 1.82432 4.66512 -1.35834
C 5.70956 2.91213 -2.69085
N 4.74740 2.31580 -1.75475
C 4.79275 2.83411 -0.43967
C 3.83290 3.20227 0.40598
C 1.77175 1.70330 0.33334
O 0.50689 1.61478 0.85956
N 1.69099 1.33781 -1.15381
C 3.92825 1.37495 -2.29867
O 3.98068 1.11448 -3.49086
H 6.46813 3.43828 -2.11787
H 5.20831 3.61929 -3.35164
H 6.16739 2.13746 -3.29950
H 5.81611 2.98825 -0.11628
H 4.21247 3.56171 1.35730

=====

2.
97
Properties=species:S:1:pos:R:3 method="wB97M-V/def2-TZVPD" s2=6.005 lumo_energy_ev="-2.2 / -2.1" homo_lumo_gap_ev="7.6 / 7.6" charge=+1 homo_energy_ev="-9.762 / -9.775" spin_multiplicity=5
Pm 0.94033 -0.03762 0.94094
C 6.36388 -0.25887 -1.66457
O 5.10978 -0.02932 -1.04008
C 4.63152 1.24835 -1.04570
C 5.17606 2.28579 -1.77847
C 4.63174 3.57864 -1.71080
C 3.55260 3.80936 -0.90114
C 2.96561 2.76023 -0.17284
C 1.86117 3.10720 0.71785
N 1.12414 2.22709 1.27121
N 0.16160 2.64834 2.18934
C -0.17253 1.68391 2.99636
O 0.34085 0.47306 2.99614
C -1.24627 1.97259 3.98830
C -1.53882 1.02948 4.96645
C -2.56671 1.25801 5.87427
C -3.30894 2.42766 5.79962
C -3.01500 3.37703 4.82606
C -1.98522 3.15381 3.92517
C 3.48401 1.45977 -0.24778
O 2.95622 0.44044 0.42011
H 6.63459 -1.28789 -1.44824
H 7.12761 0.40817 -1.26070
H 6.30257 -0.12357 -2.74698
H 6.03908 2.11099 -2.40218
H 5.07855 4.38370 -2.27850
H 3.13430 4.80561 -0.80904
H 1.69194 4.15565 0.96287
H -0.94712 0.12518 5.01872
H -2.78421 0.52691 6.64250
H -4.11147 2.60601 6.50400
H -3.58844 4.29411 4.77589
H -1.74027 3.88609 3.16738
C 2.81175 -2.29657 -1.42266
N 1.64966 -2.35859 -2.29564
C 1.47131 -3.61654 -3.00134
C 0.79750 -1.31034 -2.45435
N 0.51481 -0.54753 -1.42775
C 0.14167 0.80783 -1.65798
C 0.89198 1.56511 -2.51925
C 0.60369 2.91548 -2.77624
C -0.43520 3.51048 -2.13107
C -1.20457 2.79709 -1.17983
C -2.22845 3.48763 -0.49297
C -2.94879 2.87074 0.48349
C -2.67099 1.53536 0.80031
C -1.72772 0.79675 0.12958
N -1.47478 -0.53832 0.56725
C -2.49990 -1.30205 0.85792
N -2.37140 -2.27283 1.80415
C -1.61315 -2.07287 3.02847
C -3.04870 -3.55480 1.70399
N -3.70881 -1.24877 0.21925
C -4.95474 -1.33795 0.96637
C -3.83935 -0.78233 -1.14465
C -0.93228 1.42217 -0.90338
N 0.25492 -1.16510 -3.70173
C 1.06875 -1.34592 -4.89490
C -1.02922 -0.53423 -3.92823
H 2.77335 -3.10129 -0.68359
H 2.88107 -1.33649 -0.91852
H 3.71994 -2.42267 -2.01895
H 1.48581 -4.43180 -2.27407
H 2.27652 -3.79341 -3.71912
H 0.52129 -3.63204 -3.52733
H 1.74716 1.10159 -2.99975
H 1.22179 3.47432 -3.46640
H -0.67834 4.55094 -2.30873
H -2.40378 4.52626 -0.74416
H -3.70630 3.40880 1.03859
H -3.19240 1.07010 1.62968
H -1.07996 -1.12680 3.00638
H -0.89556 -2.88655 3.16278
H -2.29235 -2.07472 3.88580
H -3.80468 -3.67398 2.48447
H -2.31422 -4.35449 1.82686
H -3.52437 -3.66404 0.73425
H -4.74694 -1.50195 2.01991
H -5.59171 -2.14551 0.59839
H -5.50116 -0.39507 0.86968
H -2.88379 -0.87507 -1.64591
H -4.15943 0.26192 -1.19758
H -4.57030 -1.40391 -1.66443
H 2.08021 -1.62854 -4.61735
H 1.11561 -0.40171 -5.44501
H 0.65492 -2.11031 -5.55649
H -1.60673 -0.54552 -3.01317
H -1.56956 -1.09494 -4.69268
H -0.92515 0.50338 -4.25684
S 1.97184 -4.88364 2.04941
C 0.73586 -4.75229 0.87975
C 0.45215 -3.44750 0.65558
N 1.20401 -2.56117 1.39899
C 2.04455 -3.19743 2.17262
H 0.28802 -5.62208 0.42671
H -0.28586 -3.06148 -0.03250
H 2.73741 -2.70073 2.83779

=====

3.
98
Properties=species:S:1:pos:R:3 method="wB97M-V/def2-TZVPD" s2=0.818 lumo_energy_ev="-5.8 / -7.1" homo_lumo_gap_ev="7.2 / 6.1" charge=+2 homo_energy_ev="-12.974 / -13.199" spin_multiplicity=2
Sn 0.88083 -0.62234 0.30107
C 1.67956 2.02733 3.93227
C 3.07350 1.42272 3.74648
C 3.24348 0.46462 2.55877
N 2.16676 -0.50879 2.53232
C 2.15663 -1.57038 3.26097
C 3.27686 -2.00563 4.05578
C 3.36859 -2.96308 5.03522
C 2.34011 -3.66087 5.66364
C 0.96011 -3.56476 5.39234
C 0.33273 -3.01064 4.32021
C 0.89219 -2.37018 3.14004
N 0.27974 -2.34937 2.00036
C -0.90588 -3.20017 1.83195
C -2.21805 -2.43126 1.88683
C -2.42116 -1.57010 0.64477
N -1.58236 -0.37021 0.67246
C -2.09714 0.73293 1.07334
C -3.42338 0.81605 1.68704
C -4.24207 1.86936 1.78051
C -4.11457 3.21019 1.22449
C -3.07527 3.75244 0.59836
C -1.72263 3.19336 0.25955
C -1.21869 1.96067 0.99572
N -0.06790 1.79971 1.49397
C 0.97079 2.81336 1.54704
C 1.30081 3.17564 2.99665
H 1.62945 2.41786 4.94991
H 0.92278 1.24177 3.87331
H 3.32802 0.86990 4.65472
H 3.81949 2.21562 3.65033
H 4.23446 0.00550 2.60228
H 3.20500 1.00686 1.61198
H 4.20307 -1.49898 3.81907
H 4.36458 -3.14229 5.42146
H 2.62243 -4.30061 6.48968
H 0.30957 -4.03062 6.12331
H -0.74705 -3.06702 4.33172
H -0.90552 -4.01552 2.55333
H -0.83543 -3.66281 0.85268
H -2.26844 -1.82021 2.79304
H -3.03356 -3.15526 1.93904
H -3.46990 -1.30546 0.51191
H -2.12772 -2.14299 -0.23549
H -3.75601 -0.09283 2.16903
H -5.16211 1.69947 2.32741
H -4.98601 3.84014 1.35160
H -3.18611 4.77795 0.25917
H -1.03304 4.00167 0.50221
H 0.72967 3.73026 1.00528
H 1.84029 2.38300 1.04606
H 0.43140 3.68823 3.41711
H 2.10596 3.91494 2.97051
C 0.51933 4.54074 -1.73464
C -0.16788 3.22503 -1.70552
C -1.60040 2.99463 -1.29711
C -1.73364 1.57015 -1.72281
N -0.58417 1.11846 -2.06390
N 0.41519 2.13841 -2.03577
B -0.25285 -0.16588 -3.01529
N -0.66054 -1.51356 -2.33308
C -1.26786 -2.49084 -3.05040
C -0.90292 -3.71348 -2.54986
C -0.02206 -3.42478 -1.49615
C 0.82489 -4.38055 -0.72108
N 0.07386 -2.10735 -1.34166
N 1.22939 -0.10048 -3.27894
C 1.91833 0.48752 -4.28710
C 3.24044 0.52652 -3.93301
C 3.28490 -0.03984 -2.64301
C 4.46494 -0.21942 -1.74615
N 2.07305 -0.40489 -2.25831
N -1.08633 0.03803 -4.25506
C -0.87331 -0.44062 -5.50760
C -2.02965 -0.27745 -6.22182
C -2.93668 0.31541 -5.31613
C -4.34830 0.73380 -5.56621
N -2.36499 0.48857 -4.13457
H 0.00169 5.19661 -2.43715
H 1.55027 4.41626 -2.05587
H 0.50406 5.03765 -0.76368
H -2.32691 3.65283 -1.77423
H -2.62298 0.96280 -1.78232
H -1.89089 -2.24953 -3.89566
H -1.19390 -4.68381 -2.91344
H 0.25285 -5.23834 -0.36883
H 1.30712 -3.89776 0.12789
H 1.60985 -4.76164 -1.37586
H 1.42451 0.85648 -5.16980
H 4.06227 0.90167 -4.51833
H 5.33435 -0.55741 -2.30801
H 4.25194 -0.95895 -0.97389
H 4.73451 0.72219 -1.26349
H 0.06369 -0.89391 -5.78630
H -2.20308 -0.53277 -7.25305
H -4.66825 0.42490 -6.55873
H -4.45029 1.81731 -5.50175
H -5.02239 0.28813 -4.83513

=====

4.
89
Properties=species:S:1:pos:R:3 method="wB97M-V/def2-TZVPD" lumo_energy_ev=2.4 homo_lumo_gap_ev=6.9 charge=-1 homo_energy_ev=-4.458 de_lowest_kj_mol=0.00
Pt -0.15707 0.29675 -0.21943
C -1.04794 0.78566 7.07215
C -1.84142 1.70902 6.13662
C -1.88754 3.10113 6.76767
C -3.28221 1.19096 6.02480
C -1.18549 1.72045 4.75577
C -1.11676 0.55021 4.01396
C -0.53285 0.53811 2.76085
Se -0.27142 -1.09921 1.78020
C -1.95200 -1.77120 1.14846
C -2.81753 -2.43764 2.00160
C -3.96638 -3.04480 1.52454
C -4.17942 -2.98553 0.14364
C -3.32979 -2.35529 -0.75287
C -2.15350 -1.72107 -0.25471
O -1.32293 -1.14321 -1.08699
C -3.63232 -2.32628 -2.25471
C -3.74759 -0.87547 -2.75099
C -4.95124 -3.02721 -2.59113
C -2.51240 -3.04927 -3.01969
C -4.91609 -3.75145 2.49166
C -6.14221 -4.32670 1.78176
C -4.18071 -4.90716 3.18482
C -5.40499 -2.75836 3.55562
C 0.06579 1.68836 2.18847
O 0.67925 1.67040 1.02080
C -0.00198 2.89053 2.94082
C -0.61343 2.86009 4.18851
C 0.59632 4.18212 2.37475
C 2.11062 4.00012 2.18633
C 0.37995 5.37485 3.30943
C -0.05348 4.53480 1.02669
H -1.51874 0.73962 8.05867
H -0.99416 -0.22820 6.67307
H -0.02601 1.15083 7.19266
H -2.37815 3.04381 7.74231
H -0.88577 3.50699 6.92116
H -2.45004 3.80267 6.14827
H -3.76764 1.19456 7.00498
H -3.86397 1.81940 5.34794
H -3.31240 0.17134 5.63842
H -1.52968 -0.37505 4.40193
H -2.57764 -2.46575 3.05953
H -5.06978 -3.45037 -0.25196
H -4.58054 -0.36871 -2.25708
H -2.83769 -0.31539 -2.55113
H -3.93476 -0.86980 -3.82904
H -5.79901 -2.56298 -2.08192
H -5.12543 -2.95052 -3.66675
H -4.93070 -4.08928 -2.33394
H -1.55707 -2.55354 -2.86233
H -2.42987 -4.08607 -2.68275
H -2.73572 -3.05392 -4.09080
H -5.86168 -5.07362 1.03651
H -6.79366 -4.81089 2.51326
H -6.71948 -3.54567 1.28283
H -3.83969 -5.63853 2.44937
H -3.30540 -4.54964 3.72883
H -4.84048 -5.41224 3.89656
H -5.91171 -1.91305 3.08637
H -6.10373 -3.24389 4.24316
H -4.57452 -2.36314 4.14250
H -0.66444 3.78376 4.74498
H 2.58781 3.76259 3.14090
H 2.31438 3.19470 1.48358
H 2.55316 4.92410 1.80199
H 0.88990 5.24631 4.26761
H 0.78695 6.27113 2.83587
H -0.68092 5.55130 3.50143
H 0.06994 3.73110 0.30508
H -1.12261 4.72226 1.15337
H 0.40812 5.44167 0.62444
Br -2.76839 2.08456 -0.34078
C -2.07859 2.79688 -1.95215
C -2.88457 3.71431 -2.56581
C -2.47855 4.33375 -3.76225
C -1.27032 4.01743 -4.30034
C -0.41851 3.06968 -3.67967
C 0.83157 2.78446 -4.27391
C 1.67283 1.88985 -3.68617
C 1.29298 1.23852 -2.49863
C 0.08068 1.44787 -1.86747
C -0.80363 2.40962 -2.47013
H -3.83832 3.96248 -2.12146
H -3.12715 5.05997 -4.23632
H -0.93160 4.48770 -5.21676
H 1.10192 3.29706 -5.19017
H 2.63534 1.66725 -4.13352
H 1.99032 0.53331 -2.06241

=====

5.
100
Properties=species:S:1:pos:R:3 method="wB97M-V/def2-TZVPD" s2=6.140 lumo_energy_ev="-4.5 / -4.5" homo_lumo_gap_ev="4.3 / 4.4" charge=+1 homo_energy_ev="-8.855 / -8.862" spin_multiplicity=5
Mn -0.61450 -0.74690 0.53660
C -2.11690 -2.88400 -1.54700
O -1.98280 -1.59470 -0.96340
C -3.03670 -0.71970 -1.17590
C -4.03890 -0.89230 -2.11400
C -5.05920 0.04450 -2.19800
C -5.08800 1.13840 -1.34840
C -4.08860 1.31850 -0.41570
C -3.04130 0.40040 -0.32670
N -1.96650 0.55420 0.55010
N -1.99960 1.66180 1.21690
C -0.99870 2.12050 1.94190
C 0.18920 1.34100 2.21670
O 0.26050 0.12360 1.81950
C 1.26350 1.97570 2.89530
C 1.20780 3.29370 3.22000
C 0.05240 4.08940 2.97310
C 0.00480 5.46070 3.27340
C -1.12860 6.19900 3.03080
C -2.26270 5.58660 2.50000
C -2.23680 4.25190 2.17370
C -1.08240 3.48660 2.38600
H -1.94230 -2.84660 -2.62740
H -3.11300 -3.28810 -1.34520
H -1.36690 -3.51070 -1.06790
H -4.04260 -1.74210 -2.77860
H -5.84650 -0.09830 -2.91940
H -5.89520 1.85070 -1.40740
H -4.09480 2.14960 0.26970
H 2.13720 1.37310 3.09670
H 2.06270 3.76400 3.68170
H 0.88040 5.93720 3.68710
H -1.14540 7.25560 3.25030
H -3.16060 6.16540 2.34260
H -3.10500 3.77840 1.74540
C -2.61000 4.42490 -3.87110
C -1.61950 4.16290 -2.73720
C -0.49090 5.19350 -2.81220
C -2.35530 4.23830 -1.39670
N -1.03830 2.82010 -2.88990
C -1.31690 1.92290 -3.88930
C -0.53270 0.83630 -3.71020
N 0.24750 1.04620 -2.60440
B 1.20640 0.13330 -1.84120
N 1.27530 -1.29170 -2.40870
C 1.55990 -1.59040 -3.71290
C 1.60580 -2.93220 -3.84020
N 1.36860 -3.48730 -2.60280
C 1.17040 -2.46320 -1.73210
S 0.85780 -2.61620 -0.06370
C 1.54790 -4.94470 -2.42110
C 0.77450 -5.64930 -3.54740
C 1.05060 -5.47790 -1.07990
C 3.05510 -5.19840 -2.52320
N 2.59930 0.76860 -1.78320
C 3.08970 1.73720 -2.61810
C 4.20520 2.24740 -2.05950
N 4.41730 1.60810 -0.86110
C 3.43450 0.68780 -0.71740
S 3.24870 -0.48830 0.47040
C 5.49220 2.04860 0.04350
C 5.32750 3.56220 0.24470
C 6.83250 1.70620 -0.61380
C 5.41840 1.37870 1.41080
C -0.08830 2.26100 -2.09850
S 0.59440 2.89770 -0.70270
H -3.05690 5.40550 -3.72870
H -3.41010 3.68800 -3.87190
H -2.10940 4.42430 -4.83690
H -0.90370 6.19670 -2.75870
H 0.05050 5.09480 -3.75150
H 0.20340 5.06120 -1.98780
H -2.76240 5.23600 -1.25340
H -1.68440 4.01950 -0.56940
H -3.17420 3.52240 -1.38580
H -2.03780 2.10280 -4.65540
H -0.47840 -0.06060 -4.29030
H 0.75390 0.07400 -0.70100
H 1.73130 -0.82880 -4.44410
H 1.77190 -3.51180 -4.72220
H -0.22060 -5.21870 -3.65200
H 0.65820 -6.70340 -3.31300
H 1.28980 -5.58440 -4.50180
H -0.00520 -5.26960 -0.92360
H 1.62030 -5.06810 -0.25290
H 1.18230 -6.55760 -1.07630
H 3.46710 -4.78050 -3.43790
H 3.25670 -6.26420 -2.50540
H 3.55930 -4.73590 -1.67770
H 2.59800 1.99950 -3.53080
H 4.85800 3.01090 -2.42160
H 5.61060 4.12990 -0.63630
H 5.95370 3.89340 1.06780
H 4.29250 3.79490 0.48790
H 6.93830 2.18440 -1.58410
H 6.91710 0.63010 -0.74710
H 7.65010 2.03710 0.02070
H 4.47020 1.59120 1.89710
H 6.21860 1.77140 2.03400
H 5.54450 0.30260 1.33690